C5H4O2PS | ωB97M-V/def2-TZVPD

Structure (ORCA input):
```
! RIJCOSX wB97M-V def2-TZVPD def2/J DEFGRID3
* xyz -1 1
C -1.1577 -0.7473 -0.3742
C -2.3967 -0.8925 0.0302
C 1.1129 0.1490 0.0878
C 2.3326 0.8857 0.3875
C -0.3130 0.4403 -0.1224
O 2.6860 1.9543 0.7496
O 3.2983 -0.1141 0.0434
P 2.0437 -1.2125 -0.5170
S -3.3363 0.3140 0.8424
H -0.4364 -1.4156 -0.8899
H -3.0101 -1.7481 -0.1990
H -0.2390 1.2711 -0.8807
H -0.5843 1.1156 0.8424
*
```

## Properties
- ΔE to the lowest compared entry with this formula, charge and spin (kJ/mol) = 82.0
- HOMO energy (eV) = -2.992
- E_LUMO (Eh) = 0.068
- orbital gap (eV) = 4.838



C3HOS3 | ωB97M-V/def2-TZVPD

Structure (ORCA input):
```
! RIJCOSX wB97M-V def2-TZVPD def2/J DEFGRID3
* xyz -1 1
C 1.2590 -0.1114 0.1740
C 0.2296 -0.8123 0.5848
C -1.3844 0.8000 -0.4691
O -1.6475 0.2101 -1.4366
S -1.3597 1.8805 0.6579
S 2.1521 -0.9094 -1.0646
S -0.7336 -1.9665 1.0964
H 1.4846 0.9091 0.4571
*
```

## Properties
- ΔE to the lowest compared entry with this formula, charge and spin (kJ/mol) = 4.5
- HOMO energy (eV) = -2.654
- E_LUMO (Eh) = 0.108
- orbital gap (eV) = 5.606



C19H45Cl6F2N6O10S2Tl | ωB97M-V/def2-TZVPD

Structure (ORCA input):
```
! RIJCOSX wB97M-V def2-TZVPD def2/J DEFGRID3
* xyz 2 1
Tl -0.1361 -17.8843 0.4443
N -1.0164 -19.7199 2.4777
S -2.4276 -20.2469 2.9627
O -2.8835 -19.7915 4.2645
O -3.0615 -21.4880 2.4781
F -3.1576 -19.1584 2.0589
S -0.2862 -21.0242 3.3317
O -0.4838 -22.3598 2.8268
O 0.0803 -20.8482 4.7123
F 1.1299 -20.6869 2.6513
Cl -0.0686 -20.8344 10.8087
C -0.6597 -20.6007 9.1324
C 0.3031 -21.1181 8.1236
Cl 2.0031 -20.5136 8.2832
H -0.7853 -19.5220 9.0388
H -1.6905 -20.9546 9.1144
H -0.0459 -21.1344 7.0911
H 0.3594 -22.2047 8.1884
Cl -7.1017 -17.3475 7.7880
C -6.3651 -18.3478 6.4961
C -4.8759 -18.4567 6.7963
Cl -4.4968 -19.1611 8.3217
H -6.4146 -18.1015 5.4354
H -6.8821 -19.2909 6.6730
H -4.4269 -17.4659 6.8645
H -4.3961 -19.0501 6.0180
Cl -6.5527 -20.4694 3.5412
C -6.7062 -21.0544 1.8480
C -6.9085 -20.0079 0.7959
Cl -5.6968 -18.7367 0.7954
H -7.4224 -21.8594 1.6833
H -5.7724 -21.5712 1.6266
H -7.8920 -19.5381 0.8086
H -6.9155 -20.4959 -0.1788
C 1.6334 -26.1480 5.7683
C 0.8645 -24.8104 5.5757
C 1.8405 -23.6117 5.8183
O 0.4012 -24.6737 4.2075
H 2.3595 -26.3912 4.9927
H 0.8482 -26.8798 5.9584
H 2.1173 -26.1890 6.7442
H -0.0292 -24.7493 6.1968
H 2.4649 -23.3935 4.9519
H 2.3718 -23.7706 6.7567
H 1.2003 -22.7378 5.9397
H -0.0745 -23.8624 4.0149
O -3.0633 -27.1804 1.5883
C -2.2659 -26.3837 2.0302
N -1.2413 -26.6991 2.8462
C -2.3152 -24.9462 1.6428
H -0.8072 -25.8890 3.2650
H -1.0550 -27.6314 3.1871
H -3.2387 -24.4131 1.8687
H -2.1301 -24.8594 0.5721
H -1.4809 -24.4860 2.1722
O 1.2523 -20.5491 -0.3067
C 1.6237 -21.6987 -0.1157
N 2.8020 -21.9116 0.3856
C 0.6535 -22.8167 -0.5999
H 3.2576 -21.0771 0.7263
H 3.2680 -22.7576 0.0903
H -0.1194 -22.7708 0.1674
H 1.1013 -23.8047 -0.4938
H 0.2225 -22.6683 -1.5900
O 3.5018 -24.7572 0.3390
C 3.1423 -25.2148 1.4171
N 2.1656 -24.6569 2.0993
C 3.9506 -26.2633 2.1447
H 2.0133 -24.8689 3.0750
H 1.5774 -23.9378 1.7031
H 3.4513 -27.1795 2.4598
H 4.1302 -25.8148 3.1218
H 4.9872 -26.4833 1.8892
O 0.4221 -17.2574 3.4058
C 0.1595 -17.2841 4.6119
N -0.9086 -17.8996 5.0924
C 1.0456 -16.6200 5.6669
H -1.5676 -18.2019 4.3893
H -1.1500 -17.8264 6.0704
H 1.4476 -17.3857 6.3304
H 0.4042 -15.8813 6.1476
H 1.8901 -16.0685 5.2538
O -2.0325 -20.0561 -0.5384
C -2.8331 -20.7376 -1.0958
N -3.5239 -20.2205 -2.0567
C -2.9724 -22.2034 -0.8667
H -4.0639 -20.6958 -2.7656
H -3.4011 -19.2316 -2.2210
H -2.2506 -22.5505 -0.1273
H -2.7124 -22.6899 -1.8068
H -4.0117 -22.4666 -0.6698
*
```

## Properties
- ΔE to the lowest compared entry with this formula, charge and spin (kJ/mol) = 0.0
- HOMO energy (eV) = -14.174
- E_LUMO (Eh) = -0.466
- orbital gap (eV) = 1.493



H5N3O | ωB97M-V/def2-TZVPD

Structure (ORCA input):
```
! RIJCOSX wB97M-V def2-TZVPD def2/J DEFGRID3
* xyz 0 1
N 1.0051 -1.3811 -1.7351
N -0.1903 1.3094 1.9296
N -0.1864 -1.3123 -1.8450
O -0.3741 0.5811 0.6982
H 0.4832 0.3150 0.3173
H 1.4439 -1.8697 -2.5904
H -0.7004 0.9034 2.7628
H -0.8213 2.0654 1.5294
H -0.6597 -0.6112 -1.0669
*
```

## Properties
- ΔE to the lowest compared entry with this formula, charge and spin (kJ/mol) = 172.4
- HOMO energy (eV) = -8.979
- E_LUMO (Eh) = 0.043
- orbital gap (eV) = 10.152
- SMILES = [H]/N=N/[H].NO



CHI2NO2 | ωB97M-V/def2-TZVPD

Structure (ORCA input):
```
! RIJCOSX wB97M-V def2-TZVPD def2/J DEFGRID3
* xyz 0 1
C -0.9048 -0.4848 -0.5203
N 1.0715 0.9513 0.7181
O 1.4421 1.9687 0.3594
O 1.4272 0.0538 1.3868
I -0.9561 -1.7357 1.1328
I -0.6909 -1.2301 -2.4169
H -1.3889 0.4768 -0.6599
*
```

## Properties
- ΔE to the lowest compared entry with this formula, charge and spin (kJ/mol) = 212.7
- HOMO energy (spin up / spin down) (eV) = -8.273 / -9.576
- E_LUMO (spin up / spin down) (Eh) = -0.038 / -0.032
- orbital gap (spin up / spin down) (eV) = 7.252 / 8.692



C4H10Br2N | ωB97M-V/def2-TZVPD

Structure (ORCA input):
```
! RIJCOSX wB97M-V def2-TZVPD def2/J DEFGRID3
* xyz 1 1
C 3.2572 1.6911 0.2292
C 0.6887 0.3699 -0.3011
C 2.5299 0.3695 0.1967
C -0.4007 1.0684 -0.6852
N -4.1632 -1.9445 0.4062
Br 3.4183 -0.6276 -1.2170
Br -2.0618 0.0724 -1.0263
H 3.5129 2.0425 -0.8340
H 2.9621 2.3924 1.0072
H 4.2440 1.3897 0.4956
H -4.2633 -2.8748 0.0044
H 0.5108 -0.7562 -0.2116
H 2.5532 -0.2643 1.0491
H -0.5493 2.1565 -0.7678
H -3.3266 -1.5393 0.1783
H -4.0021 -2.1842 1.4271
H -4.9100 -1.3614 0.0490
*
```

## Properties
- ΔE to the lowest compared entry with this formula, charge and spin (kJ/mol) = 196.2
- HOMO energy (eV) = -12.564
- E_LUMO (Eh) = -0.152
- orbital gap (eV) = 8.433



Q: Which value of ΔE to the lowest compared entry with this formula, charge and spin does entry 5 give?
A: 212.7 kJ/mol



Q: Which value of ΔE to the lowest compared entry with this formula, charge and spin does entry 2 give?
A: 4.5 kJ/mol



Q: Which of these has the lowest ΔE to the lowest compared entry with this formula, charge and spin?
A: C19H45Cl6F2N6O10S2Tl



Q: The highest ΔE to the lowest compared entry with this formula, charge and spin belongs to which entry?
A: CHI2NO2